Molecular formula: C30H62InO11S5
Method: DFT, wB97M-V/def2-TZVPD

Structure (ORCA input):
```
! wB97M-V def2-TZVPD RIJCOSX def2/J DEFGRID3
* xyz -1 1
C -3.024 4.404 -5.666
C -3.075 5.186 -4.509
C -2.897 4.606 -3.032
In -1.467 2.848 -3.073
O 0.337 3.173 -2.056
C 0.547 2.266 -0.979
C 1.338 0.930 -1.412
C 2.442 1.242 -2.512
C 0.383 -0.257 -1.871
C 0.115 -1.355 -0.723
C 0.692 -2.740 -1.270
C -1.480 -1.543 -0.653
H -2.639 4.863 -6.625
H -3.395 3.340 -5.692
H -3.247 6.308 -4.563
H -2.647 5.407 -2.278
H -3.927 4.194 -2.754
H -1.034 2.604 -4.820
H -2.383 1.396 -2.562
H 1.264 2.793 -0.253
H -0.384 2.038 -0.367
H 1.861 0.583 -0.456
H 3.163 2.056 -2.199
H 1.937 1.521 -3.480
H 3.021 0.275 -2.685
H 0.850 -0.710 -2.802
H -0.621 0.145 -2.185
H 0.532 -1.046 0.278
H 1.799 -2.840 -1.075
H 0.071 -3.566 -0.809
H 0.449 -2.763 -2.382
H -1.793 -2.034 0.320
H -2.005 -0.531 -0.664
H -1.856 -2.142 -1.545
C -5.882 -0.784 2.574
C -4.783 0.061 3.225
C -3.773 -0.904 3.848
S -3.854 -2.409 2.883
O -4.365 -3.469 3.721
O -2.633 -2.552 2.121
C -5.158 -1.871 1.790
H -6.524 -0.184 1.928
H -6.508 -1.235 3.350
H -4.289 0.667 2.459
H -5.187 0.744 3.973
H -2.759 -0.506 3.810
H -4.038 -1.148 4.877
H -5.797 -2.714 1.532
H -4.692 -1.463 0.890
C -2.136 -1.303 9.725
C -1.283 -1.127 8.466
C -2.157 -1.492 7.264
S -3.845 -1.144 7.749
O -4.575 -2.387 7.804
O -4.329 0.000 7.008
C -3.470 -0.634 9.418
H -1.659 -0.863 10.602
H -2.288 -2.369 9.921
H -0.964 -0.083 8.386
H -0.382 -1.742 8.499
H -1.904 -0.898 6.386
H -2.088 -2.554 7.026
H -4.270 -0.942 10.089
H -3.374 0.454 9.421
C 0.616 0.167 -8.594
C 0.456 -1.320 -8.262
C 0.409 -1.446 -6.737
S -0.257 0.102 -6.127
O 0.771 0.771 -5.369
O -1.582 -0.125 -5.603
C -0.394 0.898 -7.718
H 0.446 0.366 -9.653
H 1.631 0.493 -8.347
H -0.479 -1.690 -8.692
H 1.268 -1.917 -8.681
H -0.236 -2.265 -6.420
H 1.406 -1.574 -6.314
H -0.186 1.962 -7.618
H -1.412 0.745 -8.080
C 3.212 -5.073 1.264
C 1.765 -4.719 1.617
C 1.468 -5.322 2.993
S 3.034 -5.397 3.856
O 3.377 -6.785 4.070
O 3.033 -4.432 4.932
C 4.029 -4.768 2.514
H 3.569 -4.506 0.404
H 3.283 -6.138 1.021
H 1.657 -3.632 1.661
H 1.065 -5.087 0.866
H 0.772 -4.706 3.561
H 1.080 -6.338 2.909
H 5.005 -5.251 2.518
H 4.140 -3.692 2.658
C 5.817 5.105 -2.464
C 4.423 4.909 -1.863
C 4.606 4.312 -0.466
S 6.202 4.876 0.116
O 7.076 3.732 0.249
O 6.013 5.827 1.188
C 6.651 5.760 -1.369
H 5.787 5.719 -3.366
H 6.245 4.134 -2.729
H 3.920 5.877 -1.787
H 3.802 4.266 -2.487
H 3.831 4.652 0.220
H 4.623 3.222 -0.496
H 7.724 5.680 -1.539
H 6.369 6.805 -1.232
*
```

The calculation puts the largest force on an atom at 2.39 eV/A. The value obtained for the lowest unoccupied orbital energy is 1.756 eV.


Molecular formula: C6H6N2S
Method: DFT, wB97M-V/def2-TZVPD

Structure (ORCA input):
```
! wB97M-V def2-TZVPD RIJCOSX def2/J DEFGRID3
* xyz 0 1
C -2.021 1.643 0.152
C -0.726 1.766 -0.272
N -0.269 0.441 -0.347
C -1.309 -0.347 -0.045
N -2.365 0.357 0.336
S -0.970 -2.051 -0.094
C 0.847 -1.712 -0.256
C 1.478 -0.907 0.724
C 1.006 -0.156 -0.511
H -2.750 2.396 0.195
H 0.152 2.364 -0.409
H 1.590 -2.339 -0.783
H 2.552 -0.999 0.840
H 1.111 -0.645 1.667
H 1.673 0.190 -1.198
*
```

The calculation puts the largest force on an atom at 3.88 eV/A. The value obtained for the lowest unoccupied orbital energy is 0.732 eV. The relative energy (zero: lowest compared OMol25 entry of this formula, charge and spin) comes out at 20.9 kcal/mol. The SMILES is c1cn2c(n1)S[C@@H]1C[C@@H]12.


| no. | Kohn-Sham gap (eV) | energy (eV) |
| --- | --- | --- |
| 1 | 6.30 | -113983.2898 |
| 2 | 8.82 | -20132.7441 |